# 1
{"formula": "C5H11N3O", "method": "ωB97M-V/def2-TZVPD", "homo_lumo_gap_ev": 8.982, "de_lowest_kcal_mol": 95.85, "smiles": "CN1CCN(N=O)CC1", "fmax_ha_per_bohr": 0.0858, "multiplicity": 1, "e_tot_ha": -436.49428, "homo_energy_ha": -0.3029, "species": ["C", "N", "C", "C", "N", "N", "O", "C", "C", "H", "H", "H", "H", "H", "H", "H", "H", "H", "H", "H"], "positions_angstrom": [[-2.3463, -0.2615, -0.4902], [-0.9999, -0.1237, -0.1294], [-0.4798, 1.1720, -0.1945], [0.8313, 1.3560, 0.4207], [1.6951, 0.1952, 0.0757], [2.9536, 0.4264, -0.1115], [3.6320, -0.4887, -0.5249], [1.1363, -1.1614, 0.0977], [-0.2811, -1.1478, 0.5729], [-3.0887, 0.1244, 0.2000], [-2.4489, 0.2961, -1.4335], [-2.7619, -1.2440, -0.7648], [-0.4237, 1.6100, -1.2153], [-1.1462, 1.8689, 0.3729], [1.4527, 2.2485, 0.0725], [0.6298, 1.3995, 1.4854], [1.1338, -1.5186, -1.0514], [1.7421, -1.8833, 0.5560], [-0.8589, -2.0811, 0.4399], [-0.3712, -0.7869, 1.6219]], "forces_ev_per_a": [[-1.4, 0.2, -1.6], [0.4, -1.6, -1.1], [-1.5, 2.7, -1.1], [2.8, -0.3, 0.4], [-1.3, -0.4, 1.3], [0.7, 1.3, -0.6], [0.0, -0.8, 0.3], [-0.5, -0.2, -4.4], [-1.2, 1.3, 1.2], [-0.1, 0.5, 0.6], [-0.4, 0.1, 0.2], [1.0, -0.2, 0.3], [-0.4, -0.6, 0.0], [0.1, -0.1, -0.4], [-1.3, -1.0, 0.6], [0.7, 0.0, 0.5], [-0.1, 0.6, 2.3], [1.2, -0.6, 1.1], [0.8, 0.3, 0.2], [0.6, -1.2, 0.2]]}

---

# 2
{"formula": "C40H116N4O16", "method": "ωB97M-V/def2-TZVPD", "homo_lumo_gap_ev": 9.449, "de_lowest_kcal_mol": 92.86, "fmax_ha_per_bohr": 0.0835, "multiplicity": 1, "e_tot_ha": -3016.08957, "homo_energy_ha": -0.3327, "species": ["C", "C", "O", "H", "H", "H", "H", "H", "H", "C", "C", "O", "H", "H", "H", "H", "H", "H", "C", "C", "O", "H", "H", "H", "H", "H", "H", "C", "C", "O", "H", "H", "H", "H", "H", "H", "C", "C", "O", "H", "H", "H", "H", "H", "H", "C", "C", "O", "H", "H", "H", "H", "H", "H", "C", "C", "O", "H", "H", "H", "H", "H", "H", "C", "C", "O", "H", "H", "H", "H", "H", "H", "C", "C", "O", "H", "H", "H", "H", "H", "H", "C", "C", "O", "H", "H", "H", "H", "H", "H", "C", "C", "O", "H", "H", "H", "H", "H", "H", "C", "C", "O", "H", "H", "H", "H", "H", "H", "C", "C", "C", "O", "C", "N", "H", "H", "H", "H", "H", "H", "H", "H", "H", "H", "H", "C", "C", "C", "O", "C", "N", "H", "H", "H", "H", "H", "H", "H", "H", "H", "H", "H", "C", "C", "C", "O", "C", "N", "H", "H", "H", "H", "H", "H", "H", "H", "H", "H", "H", "C", "C", "C", "O", "C", "N", "H", "H", "H", "H", "H", "H", "H", "H", "H", "H", "H"], "positions_angstrom": [[6.4683, -1.5519, -2.9016], [5.4520, -1.2317, -1.7971], [5.4402, -2.2820, -0.9700], [6.3166, -0.7114, -3.5787], [6.1198, -2.4875, -3.3391], [7.4976, -1.5177, -2.5444], [4.4260, -1.2261, -2.1653], [5.7854, -0.3541, -1.2432], [6.3609, -2.4165, -0.7336], [1.2481, -0.3188, -0.7413], [0.0666, -0.8830, 0.1045], [-1.0422, -0.0406, 0.2371], [2.0655, -1.0277, -0.8736], [1.6644, 0.5834, -0.2932], [0.8712, -0.1520, -1.7503], [0.4373, -1.1076, 1.1046], [-0.3518, -1.8500, -0.1749], [-0.8686, 0.5366, 0.9843], [3.2630, -0.8854, -4.9035], [2.2476, -0.1025, -5.6458], [1.7110, 1.0232, -4.8807], [3.7240, -1.6767, -5.4946], [2.9913, -1.3513, -3.9563], [4.0770, -0.2059, -4.6510], [1.4271, -0.7651, -5.9212], [2.5760, 0.1416, -6.6561], [1.5485, 1.7153, -5.5258], [-4.7525, -0.7466, 3.8813], [-6.2694, -0.7026, 3.7538], [-6.7693, -1.2113, 2.5335], [-4.4598, -1.6858, 3.4120], [-4.6047, -0.7274, 4.9611], [-4.2104, 0.1228, 3.5091], [-6.4653, 0.3433, 3.9898], [-6.7008, -1.2663, 4.5809], [-6.3118, -0.8291, 1.7810], [-1.3872, 2.6913, 4.0900], [-1.3913, 1.3018, 3.4319], [-0.3083, 1.2691, 2.5405], [-2.0384, 2.7402, 4.9627], [-1.7745, 3.4610, 3.4224], [-0.4200, 3.0032, 4.4841], [-2.2751, 1.2924, 2.7940], [-1.3784, 0.4624, 4.1270], [0.4667, 1.2865, 3.1067], [-2.9286, 5.3575, 0.7608], [-4.2517, 5.9642, 0.3543], [-5.2171, 5.3311, 1.2003], [-2.0885, 5.7342, 0.1773], [-2.7272, 4.2931, 0.6396], [-2.9018, 5.7049, 1.7936], [-4.6836, 5.9089, -0.6450], [-4.3026, 7.0463, 0.4747], [-6.0414, 5.6751, 0.8484], [-0.6187, -5.4347, 0.7144], [-0.0726, -6.0939, 1.9439], [1.2785, -6.3671, 1.6630], [-0.1079, -4.5913, 0.2497], [-1.5717, -5.0061, 1.0248], [-0.9453, -6.1417, -0.0482], [-0.6642, -7.0051, 2.0328], [-0.2103, -5.5689, 2.8892], [1.1839, -7.0356, 0.9805], [-2.9784, 2.8929, -3.3004], [-1.8485, 2.1450, -2.5940], [-1.8377, 0.8107, -2.8493], [-3.8959, 2.4793, -2.8818], [-3.0186, 2.6819, -4.3691], [-2.9748, 3.9716, -3.1442], [-1.9265, 2.3151, -1.5201], [-0.9046, 2.6297, -2.8434], [-1.3948, 0.4568, -2.0746], [1.0172, 5.3178, 1.3063], [1.9917, 5.9817, 0.2429], [1.3584, 5.6568, -1.0091], [0.0572, 5.8116, 1.4568], [1.4866, 5.3203, 2.2901], [0.8624, 4.2740, 1.0331], [3.0084, 5.5904, 0.2802], [2.0726, 7.0449, 0.4689], [1.8642, 4.9331, -1.3860], [1.7224, -4.7970, -3.0966], [2.4084, -4.4170, -1.8146], [2.9019, -3.1046, -1.7965], [0.7486, -4.3397, -3.2719], [1.7273, -5.8853, -3.0373], [2.2546, -4.2858, -3.8989], [3.2329, -5.0268, -1.4452], [1.6313, -4.3287, -1.0554], [3.7800, -3.1287, -1.4094], [-0.2830, -1.9647, -4.0649], [-1.4379, -2.1064, -5.0080], [-1.2030, -3.2369, -5.6875], [0.7001, -2.0762, -4.5222], [-0.4670, -2.6419, -3.2309], [-0.4263, -1.0156, -3.5483], [-1.6236, -1.2724, -5.6849], [-2.3263, -2.2343, -4.3895], [-0.6347, -2.9604, -6.4101], [4.6962, -3.1633, 2.4349], [3.2575, -3.3551, 1.9431], [2.7972, -4.5287, 2.7563], [5.1195, -2.1602, 2.3823], [5.3377, -3.8737, 1.9135], [4.7426, -3.3867, 3.5007], [3.1574, -3.5232, 0.8708], [2.6927, -2.4395, 2.1186], [2.2842, -5.1620, 2.2490], [4.0647, 1.4231, 2.4398], [3.8152, 1.3289, 3.9257], [3.9572, 2.7013, 4.7086], [5.3942, 3.0795, 4.6321], [5.6244, 4.2234, 5.4228], [2.5006, 0.6888, 4.0804], [3.8803, 0.4382, 2.0108], [5.1298, 1.5920, 2.2810], [3.4036, 2.1123, 1.9144], [4.5050, 0.6005, 4.3521], [3.5006, 2.5227, 5.6821], [3.2585, 3.4856, 4.4176], [5.1755, 5.1097, 4.9744], [6.6512, 4.5080, 5.6526], [5.0212, 4.2999, 6.3274], [2.6202, -0.2541, 3.7388], [2.2663, 0.6389, 5.0615], [-4.6730, -4.8772, 2.0759], [-5.5628, -5.5164, 1.0104], [-5.6370, -4.6495, -0.2536], [-4.2820, -4.5808, -0.6745], [-3.9805, -3.8073, -1.7750], [-5.0641, -6.8510, 0.7150], [-4.9623, -3.8490, 2.2928], [-3.6464, -4.7983, 1.7181], [-4.7204, -5.4896, 2.9764], [-6.5646, -5.4825, 1.4386], [-5.9066, -3.6645, 0.1275], [-6.3827, -4.7954, -1.0351], [-4.4410, -2.8195, -1.7963], [-4.2352, -4.3384, -2.6922], [-2.8942, -3.7219, -1.7484], [-5.6367, -7.5415, 0.2509], [-4.3826, -6.8343, -0.0302], [-7.0168, 3.0282, -0.5885], [-6.6575, 1.8881, 0.3412], [-5.5178, 1.0575, -0.2402], [-5.1856, 0.0983, 0.7858], [-4.2740, -0.8178, 0.3198], [-6.3911, 2.3708, 1.6746], [-7.1533, 2.6516, -1.6022], [-6.1939, 3.7421, -0.5549], [-7.9042, 3.5477, -0.2268], [-7.5681, 1.3113, 0.5032], [-4.7150, 1.7941, -0.2744], [-5.7465, 0.6908, -1.2408], [-4.5929, -1.1567, -0.6658], [-4.2276, -1.6446, 1.0286], [-3.2648, -0.4144, 0.4031], [-5.6136, 3.0152, 1.6575], [-5.9758, 1.5312, 2.0524], [5.0163, 2.2407, -2.9537], [4.3240, 3.1396, -1.9180], [5.3091, 4.1932, -1.4301], [6.6311, 3.8364, -1.0332], [6.5898, 3.0557, 0.2077], [3.0912, 3.7547, -2.4883], [5.7224, 2.8194, -3.5492], [4.2469, 1.6709, -3.4746], [5.6245, 1.5201, -2.4070], [4.0289, 2.4782, -1.1033], [4.9984, 4.9375, -0.6969], [5.6890, 4.8302, -2.2289], [6.1788, 2.0529, 0.0915], [5.9976, 3.6148, 0.9321], [7.5904, 2.8103, 0.5636], [3.3669, 4.1396, -3.3804], [2.4659, 3.0009, -2.7353]], "forces_ev_per_a": [[-1.5, 1.5, -0.2], [0.8, 1.0, -1.9], [0.2, -3.0, 3.1], [0.5, -0.2, -0.7], [0.6, 0.0, -0.2], [-0.1, -0.4, 0.0], [0.1, 1.0, -0.4], [-0.5, 0.6, -0.2], [0.0, -0.6, 0.5], [-1.1, -0.7, -0.1], [1.1, -0.6, 0.8], [-0.5, 0.5, -0.9], [-0.1, -0.3, 0.3], [-0.3, 0.2, 0.0], [0.1, 0.5, -0.1], [0.3, 0.1, 0.3], [0.4, -0.1, -0.9], [0.2, 0.4, 0.4], [1.5, 0.2, 0.8], [-1.7, -0.3, -0.4], [0.9, -0.9, -0.8], [-0.2, 0.0, -0.3], [-0.7, 0.1, -0.1], [0.3, 0.0, 0.0], [-0.5, -0.1, 0.4], [0.6, 0.8, 0.2], [-0.1, 0.1, 0.1], [-0.5, -0.5, 0.4], [0.7, 0.6, 0.0], [-0.6, -0.3, 0.9], [0.7, 0.1, 0.3], [0.6, -0.4, 0.1], [-0.2, -0.2, -0.5], [-1.0, 0.3, -0.5], [-0.2, -0.3, -0.3], [0.3, 0.5, -0.1], [-0.7, -0.1, 0.9], [-0.5, 1.8, -0.2], [0.4, -0.5, -0.3], [-0.3, -0.2, 0.1], [0.3, -0.1, -0.2], [0.3, -0.2, -0.3], [-0.2, -0.5, 0.2], [-0.1, 0.0, 0.1], [0.9, -0.1, -0.2], [0.5, 0.9, -0.7], [-0.9, -0.5, -0.4], [-0.2, 0.4, 0.0], [0.0, 0.7, 0.2], [-1.0, -0.2, 0.3], [0.8, -0.5, 0.2], [0.9, -0.8, -0.7], [0.6, 0.2, 0.7], [-0.5, -0.3, 0.5], [-2.3, 1.2, 0.1], [-0.6, 0.1, -0.8], [0.3, -1.2, 0.5], [0.6, -0.3, 0.3], [-0.4, 0.2, -0.1], [0.5, -0.2, -0.1], [0.2, -0.4, 0.4], [0.5, 0.4, -0.3], [0.8, -0.1, -0.2], [-0.4, -0.9, 0.3], [0.1, 3.1, 0.3], [-0.1, -1.7, -0.4], [-0.3, 0.2, -0.1], [0.3, 0.0, -0.1], [0.2, -0.1, 0.1], [-0.3, 0.1, 0.3], [0.4, 0.0, -0.4], [0.0, -0.7, 0.2], [1.7, 0.3, 0.2], [-2.4, -1.3, 0.7], [0.5, 1.3, 0.4], [0.1, 0.2, -0.6], [0.1, 0.0, 0.2], [-0.1, 0.0, -0.1], [-0.1, -0.3, 0.1], [-0.2, 0.2, -0.6], [0.4, -0.3, -0.5], [0.7, 0.5, -0.1], [-1.1, 1.1, 1.5], [0.6, 1.3, -0.9], [-0.3, -0.5, 0.8], [-0.3, 0.0, -1.1], [0.7, -0.9, -0.4], [-0.4, -0.8, -0.4], [-0.1, -1.1, 0.5], [0.3, 0.2, 0.1], [-0.7, 1.5, 1.6], [-0.3, 1.6, 1.9], [-0.1, -2.9, -2.8], [-0.2, 0.0, 0.2], [0.5, -0.6, -0.3], [0.7, 0.5, -0.2], [0.1, 0.4, 0.1], [-0.3, 0.1, -0.2], [0.1, -0.6, -0.2], [0.0, -0.1, -0.1], [0.2, -1.3, 1.5], [0.7, 2.3, -0.6], [-0.2, 0.2, -0.6], [0.2, 0.1, 0.1], [-0.2, -0.3, 0.0], [0.2, -0.3, 0.0], [-0.5, -0.1, 0.5], [-0.1, 0.0, -0.5], [0.6, -0.5, 0.0], [-0.2, 0.8, 0.1], [0.7, -1.6, -0.9], [-2.1, -0.5, 1.0], [-1.2, 1.6, 0.2], [-0.6, 1.0, 0.2], [-0.1, -0.2, -0.1], [-0.1, 0.5, -0.3], [0.2, 0.3, 0.2], [0.8, 0.5, 0.1], [1.2, -0.2, 1.0], [0.4, 0.3, -1.2], [0.2, 0.3, -1.0], [0.1, -0.9, -0.3], [0.3, -1.1, 0.7], [-0.3, -0.2, 0.0], [-0.1, -0.3, 0.2], [0.3, 0.1, -0.4], [-0.7, 0.1, -0.9], [1.0, 1.6, 1.3], [-0.5, -0.6, 0.4], [0.6, -0.2, -0.8], [0.5, -1.2, -0.2], [-0.4, 0.0, 0.1], [0.0, -0.3, 0.1], [0.1, 0.1, 0.0], [-0.2, -0.7, -0.1], [-0.1, 0.5, 0.0], [0.2, -1.1, -0.2], [-0.1, 0.0, 0.2], [-0.2, 0.1, -0.3], [0.0, 0.4, -0.2], [-1.4, 0.3, 0.6], [0.9, 0.9, 0.3], [0.3, 0.0, 0.2], [-1.4, 0.2, -0.6], [-0.4, 1.3, 1.9], [-1.4, 1.1, -1.1], [1.3, -1.0, 0.5], [0.7, -0.4, 0.2], [-0.1, 0.2, -0.1], [0.1, 0.1, -0.3], [-0.1, -0.1, -0.1], [0.0, -0.6, -0.5], [0.6, -0.2, -0.5], [0.1, -0.6, 0.2], [0.6, -0.2, -0.1], [-0.4, -0.4, -0.1], [0.2, 0.1, -0.9], [0.2, 0.6, -0.1], [0.0, 0.0, 1.1], [0.2, -0.1, 1.1], [0.1, -0.5, -0.4], [1.5, 1.9, -0.6], [-0.1, -2.6, 1.9], [0.2, 0.3, -0.9], [0.8, 0.0, 0.7], [-0.4, -0.1, -0.5], [0.2, 0.2, -0.4], [0.2, -0.1, -0.1], [-0.2, 0.2, 0.3], [-1.0, -0.4, 0.3], [-1.2, 0.2, -0.9], [-0.6, 0.0, -0.4], [0.1, -0.1, 0.3], [0.2, 0.8, -0.1], [-0.1, 0.4, -0.2], [-0.2, -0.3, 0.0]]}

---

# 3
{"formula": "C8H13I", "method": "ωB97M-V/def2-TZVPD", "homo_lumo_gap_ev": [6.538, 7.490], "s_squared": 2.018, "fmax_ha_per_bohr": 0.0800, "multiplicity": 3, "e_tot_ha": -610.09162, "homo_energy_ha": [-0.2175, -0.3275], "species": ["C", "C", "C", "C", "C", "C", "C", "C", "I", "H", "H", "H", "H", "H", "H", "H", "H", "H", "H", "H", "H", "H"], "positions_angstrom": [[2.5007, 0.2374, 0.9060], [1.7233, -0.2416, 1.8622], [1.8888, 0.4064, -0.4211], [0.3950, 0.7061, -0.3256], [-0.3327, -0.1720, 0.6821], [-0.4223, 0.5435, -1.5353], [-1.3422, 0.3836, 1.6400], [-0.4598, -1.6286, 0.3237], [2.0365, -0.6503, 3.8663], [3.5347, 0.4080, 0.9226], [2.3862, 1.1481, -0.9251], [2.0330, -0.4159, -1.1132], [0.4068, 1.8276, 0.1273], [0.0533, 0.9794, -2.4510], [-1.4538, 1.0229, -1.3250], [-0.6040, -0.5110, -1.6566], [-1.9974, 1.2071, 1.2922], [-0.8110, 0.7388, 2.5642], [-1.9248, -0.3525, 2.1222], [0.5786, -1.8965, -0.0192], [-1.0921, -1.6485, -0.5936], [-0.7554, -2.3063, 1.0771]], "forces_ev_per_a": [[-1.8, -1.2, 0.4], [2.4, 0.2, 1.1], [-1.7, -1.4, -0.4], [0.3, 2.4, 3.4], [-2.4, -0.2, -0.3], [-1.5, 1.8, -1.6], [1.5, 1.2, 0.7], [2.0, 1.6, -1.8], [0.0, 0.0, -0.2], [1.4, 0.2, 0.7], [1.0, 2.3, -1.2], [0.2, -0.9, 0.2], [-0.5, -2.3, -1.1], [-0.6, -0.3, 0.6], [1.6, -0.6, -0.7], [0.1, 0.0, -0.8], [0.4, -0.3, 0.0], [0.0, 0.5, -0.7], [-1.1, -1.2, -0.1], [-0.9, -0.4, 0.1], [0.0, -0.9, 0.9], [-0.6, -0.5, 0.9]]}

---

# 4
{"formula": "C5H10O2", "method": "ωB97M-V/def2-TZVPD", "homo_lumo_gap_ev": 9.397, "de_lowest_kcal_mol": 100.92, "fmax_ha_per_bohr": 0.0087, "multiplicity": 1, "e_tot_ha": -346.86461, "homo_energy_ha": -0.3252, "species": ["C", "C", "O", "C", "C", "C", "O", "H", "H", "H", "H", "H", "H", "H", "H", "H", "H"], "positions_angstrom": [[-1.7320, -0.3210, -0.2719], [-0.7652, 0.8500, -0.4596], [-0.7485, 1.7074, 0.6651], [0.5729, -1.6887, 1.6149], [0.6578, 0.4330, -0.8959], [1.6090, 0.0027, 0.2259], [0.8789, -0.4458, 1.4045], [-2.7513, 0.0616, -0.1636], [-1.7085, -0.9923, -1.1376], [-1.5007, -0.9094, 0.6236], [-1.1557, 1.4695, -1.2739], [-0.5894, 1.1566, 1.4448], [1.0488, -2.2670, 0.7720], [0.5747, -0.3596, -1.6483], [1.1262, 1.2880, -1.3946], [2.2192, 0.8352, 0.5775], [2.2638, -0.8204, -0.0828]], "forces_ev_per_a": [[0.0, 0.0, 0.0], [-0.1, -0.1, -0.3], [0.0, 0.0, 0.2], [0.3, 0.3, -0.2], [0.1, 0.0, 0.0], [0.1, 0.0, -0.1], [-0.2, -0.3, 0.2], [0.1, 0.0, 0.0], [0.0, 0.1, 0.1], [-0.1, 0.1, -0.2], [0.0, -0.1, 0.1], [0.0, 0.2, -0.1], [-0.1, -0.1, 0.1], [0.0, 0.1, 0.1], [-0.1, -0.1, 0.0], [-0.1, -0.1, 0.0], [-0.1, 0.1, 0.0]]}